# 1
134
Properties=species:S:1:pos:R:3 method="wB97M-V/def2-TZVPD" e_homo_ev=-10.252 max_force_ev_per_a=4.69 e_tot_ha=-3355.06799
C 4.8601 1.1662 -0.5312
C 3.9002 1.6677 0.6052
C 3.5519 0.4835 1.5243
C 2.6666 2.2292 -0.1314
C 1.4871 2.5426 0.8159
C 0.1525 1.8331 0.5099
C -0.5485 2.6062 -0.6428
C -0.1420 2.1877 -2.0367
O 0.8009 2.5672 -2.5735
O -0.9935 1.3325 -2.7084
C 0.3226 0.3409 0.2935
C -0.9221 -0.4037 -0.2138
C -1.5951 -1.2691 0.8496
Cl -0.3654 -1.5410 -1.5359
O -0.6620 1.9341 1.7367
C -1.1930 3.1569 1.9585
O -0.6599 4.0297 2.5083
H 4.4137 0.3751 -1.1234
H 5.7902 0.8780 -0.0545
H 5.0557 2.0240 -1.1775
H 4.4045 2.4496 1.1542
H 4.4710 0.1463 1.9918
H 2.9109 0.8370 2.3217
H 3.1362 -0.3553 0.9748
H 2.9980 3.1568 -0.5908
H 2.4393 1.5464 -0.9414
H 1.2890 3.6070 0.7349
H 1.7744 2.3963 1.8489
H -1.6459 2.5003 -0.6109
H -0.3363 3.6668 -0.5905
H -1.8180 1.8247 -2.8472
H 0.5383 -0.0718 1.2761
H 1.1683 0.0886 -0.3299
H -1.6831 0.2246 -0.6564
H -0.9058 -1.6977 1.5629
H -2.0520 -2.1031 0.3243
H -2.4246 -0.7548 1.3224
H -2.2384 3.2828 1.6328
C 1.8455 2.9086 5.1654
C 1.8859 1.4895 4.8454
N 1.9192 0.3733 4.5788
H 1.2511 3.0922 6.0596
H 2.8468 3.2978 5.3455
H 1.4051 3.4815 4.3483
C -1.3755 -3.5811 -4.4173
C -1.7886 -4.9358 -4.7432
N -2.1135 -6.0071 -5.0008
H -1.8350 -2.8596 -5.0862
H -1.6541 -3.3134 -3.3982
H -0.2955 -3.4651 -4.5033
C 0.2623 -7.0149 -7.7546
C 0.4600 -6.0625 -8.8354
N 0.6161 -5.3141 -9.6920
H 1.1978 -7.5052 -7.4878
H -0.1242 -6.5294 -6.8581
H -0.4484 -7.7896 -8.0382
C -4.1987 -2.2962 3.7026
C -4.9068 -2.4324 2.4380
N -5.4302 -2.5250 1.4203
H -4.8782 -2.0668 4.5211
H -3.6732 -3.2155 3.9582
H -3.4587 -1.4974 3.6532
C 7.4330 -2.3956 -1.3485
C 6.3774 -2.0990 -0.3928
N 5.5440 -1.8650 0.3610
H 7.7233 -1.5016 -1.8993
H 8.3193 -2.7804 -0.8460
H 7.1088 -3.1425 -2.0719
C 2.3313 -2.8393 -11.2994
C 2.5297 -1.8905 -12.3859
N 2.6861 -1.1435 -13.2432
H 3.2659 -3.3260 -11.0248
H 1.9436 -2.3464 -10.4091
H 1.6244 -3.6191 -11.5758
C -1.6604 -1.4448 7.2273
C -3.1027 -1.5168 7.0515
N -4.2416 -1.5737 6.9114
H -1.1779 -2.3859 6.9680
H -1.2227 -0.6711 6.5965
H -1.3964 -1.2138 8.2594
C 6.5179 5.5620 0.9134
C 6.6480 4.1371 1.1768
N 6.7511 3.0120 1.3778
H 6.5847 5.7701 -0.1536
H 5.5594 5.9400 1.2671
H 7.3039 6.1264 1.4134
C -5.9435 -3.2719 9.9021
C -4.6206 -3.4678 10.4737
N -3.5731 -3.6226 10.9172
H -5.8794 -2.8360 8.9043
H -6.4844 -4.2133 9.8159
H -6.5475 -2.6049 10.5160
C 2.4180 3.5916 -6.0216
C 3.6759 3.3386 -5.3329
N 4.6698 3.1422 -4.7932
H 2.5805 4.0944 -6.9734
H 1.8852 2.6650 -6.2290
H 1.7578 4.2188 -5.4245
C -2.5588 1.5518 9.2709
C -1.2407 1.3459 9.8511
N -0.1977 1.1832 10.3012
H -2.4883 1.9857 8.2738
H -3.1049 0.6126 9.1808
H -3.1621 2.2262 9.8769
C -2.5311 -3.3693 -9.9911
C -2.2730 -3.1910 -8.5710
N -2.0678 -3.0529 -7.4506
H -2.7100 -2.4148 -10.4844
H -1.6859 -3.8466 -10.4869
H -3.4069 -3.9949 -10.1581
C 1.1369 7.2305 -6.3914
C 0.8215 6.2747 -7.4428
N 0.5751 5.5183 -8.2699
H 0.8982 6.8257 -5.4084
H 2.1959 7.4855 -6.3985
H 0.5712 8.1524 -6.5178
C -8.2980 0.1753 9.1877
C -8.4686 -0.6188 10.3954
N -8.5967 -1.2503 11.3452
H -9.2387 0.2740 8.6479
H -7.9431 1.1772 9.4249
H -7.5741 -0.2846 8.5148
C 2.8432 -3.2921 -0.1790
C 1.8702 -3.0256 0.8656
N 1.1095 -2.8189 1.6994
H 3.0438 -2.3953 -0.7637
H 3.7883 -3.6270 0.2441
H 2.4832 -4.0636 -0.8597
C -4.5419 1.3146 0.8586
C -4.3047 2.2938 -0.1904
N -4.1176 3.0676 -1.0176
H -3.6159 0.8156 1.1405
H -4.9512 1.7884 1.7504
H -5.2470 0.5498 0.5325



# 2
150
Properties=species:S:1:pos:R:3 method="wB97M-V/def2-TZVPD" e_homo_ev=-9.898 smiles="CC(=O)OC(=O)Cc1cc(S(=O)(=O)F)c2ncc(F)nc2c1.CCOC(=O)OC.CCOC(=O)OC.CCOC(=O)OC.CCOC(=O)OC.CCOC(=O)OC.CCOC(=O)OC.CCOC(=O)OC.CCOC(=O)OC" max_force_ev_per_a=9.36 e_tot_ha=-4608.64131
C -5.1084 -4.5968 -0.4331
C -3.8005 -4.7420 -1.4528
O -2.5923 -4.7687 -0.8849
O -4.0939 -4.7847 -2.8949
C -3.7840 -6.0958 -3.4892
O -2.9555 -6.1175 -4.5686
C -4.3721 -7.5507 -3.0069
C -3.3615 -8.1690 -1.8675
C -3.9825 -9.2618 -0.8147
C -3.0223 -9.9072 0.3932
S -3.8667 -11.1533 1.5180
O -4.0976 -12.4975 0.7274
O -3.0863 -11.5007 2.8078
F -5.4488 -10.6448 2.0293
C -1.4311 -9.4306 0.5305
N -0.6499 -10.0216 1.6697
C 0.7608 -9.5113 1.7438
C 1.3591 -8.4659 0.6500
F 2.7971 -8.0436 0.8428
N 0.6393 -7.8499 -0.5171
C -0.7698 -8.3723 -0.5130
C -1.7784 -7.7745 -1.7046
H -5.4413 -3.4538 -0.5229
H -5.9997 -5.2922 -0.7565
H -4.7955 -4.7330 0.7030
H -5.4534 -7.4613 -2.5177
H -4.4904 -8.3140 -3.9143
H -5.1198 -9.6121 -0.9053
H 1.4677 -9.8860 2.6226
H -1.3317 -7.0098 -2.4926
C 4.9538 -6.1978 2.1208
C 5.3389 -6.1280 0.6528
O 5.3149 -4.7776 0.1710
C 6.3419 -3.9902 0.5758
O 7.2691 -4.3305 1.2982
O 6.1497 -2.7481 0.0647
C 7.1094 -1.7921 0.5100
H 3.9831 -5.7212 2.2870
H 4.9034 -7.2366 2.4584
H 5.6771 -5.6702 2.7512
H 4.6018 -6.6847 0.0639
H 6.3162 -6.5877 0.4646
H 8.1311 -2.1290 0.3070
H 6.9719 -1.5971 1.5784
H 6.9403 -0.8601 -0.0355
C -2.3014 0.6498 3.4938
C -1.8431 1.0038 2.0892
O -0.8681 0.0690 1.6077
C -1.3469 -1.1473 1.2473
O -2.5167 -1.5035 1.2934
O -0.2996 -1.9142 0.8525
C -0.6591 -3.2607 0.5507
H -1.4445 0.5681 4.1690
H -2.9880 1.4085 3.8793
H -2.8153 -0.3169 3.5168
H -1.3549 1.9842 2.1099
H -2.6853 1.0772 1.3911
H -1.4585 -3.3017 -0.1961
H -0.9589 -3.7799 1.4666
H 0.2201 -3.7643 0.1405
C 3.7979 5.3513 0.6233
C 2.9055 4.8798 1.7589
O 1.9785 3.8806 1.3133
C 2.5028 2.6505 1.0879
O 3.6742 2.3288 1.2347
O 1.5083 1.8420 0.6426
C 1.9554 0.5423 0.2629
H 3.1950 5.6996 -0.2206
H 4.4496 6.1641 0.9555
H 4.4305 4.5407 0.2467
H 2.3079 5.7251 2.1173
H 3.4889 4.5125 2.6113
H 2.5009 0.0549 1.0774
H 2.5800 0.6110 -0.6336
H 1.0775 -0.0644 0.0263
C 4.0537 10.3666 -3.6325
C 2.5851 10.6481 -3.9012
O 1.9159 9.4864 -4.4099
C 1.6610 8.5104 -3.5037
O 1.9440 8.5405 -2.3136
O 1.0620 7.4788 -4.1503
C 0.8401 6.3381 -3.3239
H 4.5407 9.9740 -4.5301
H 4.5703 11.2768 -3.3157
H 4.1811 9.6130 -2.8484
H 2.5057 11.4201 -4.6744
H 2.0727 11.0297 -3.0103
H 0.2714 6.6011 -2.4262
H 1.7981 5.8819 -3.0546
H 0.2601 5.6100 -3.8968
C -3.7525 0.0212 -1.5568
C -4.0777 0.1501 -3.0353
O -5.4352 0.5661 -3.2364
C -5.6971 1.8691 -2.9680
O -4.8879 2.7018 -2.5816
O -7.0205 2.0858 -3.1741
C -7.4467 3.3994 -2.8189
H -4.4632 -0.6486 -1.0636
H -2.7400 -0.3668 -1.4159
H -3.8208 0.9868 -1.0450
H -3.9766 -0.8322 -3.5096
H -3.3860 0.8288 -3.5480
H -6.8552 4.1631 -3.3342
H -7.3847 3.5298 -1.7337
H -8.4910 3.5122 -3.1210
C -8.2533 1.5286 4.6873
C -6.8164 1.4603 4.1986
O -6.6678 0.4950 3.1487
C -7.1617 0.8600 1.9398
O -7.7070 1.9230 1.6755
O -6.9729 -0.1702 1.0772
C -7.5510 0.0474 -0.2081
H -8.6042 0.5375 4.9899
H -8.3411 2.2125 5.5359
H -8.9293 1.8763 3.8991
H -6.1748 1.1294 5.0226
H -6.4475 2.4411 3.8763
H -7.1929 0.9816 -0.6529
H -8.6428 0.0506 -0.1291
H -7.2543 -0.7787 -0.8594
C -3.7179 10.4727 -0.7315
C -3.1795 9.4296 0.2331
O -3.8797 8.1853 0.0998
C -3.5802 7.4570 -1.0041
O -2.7764 7.7647 -1.8739
O -4.3481 6.3385 -0.9941
C -4.2061 5.5373 -2.1652
H -4.7974 10.5948 -0.6028
H -3.2282 11.4371 -0.5709
H -3.5550 10.1781 -1.7734
H -3.3444 9.7744 1.2597
H -2.1001 9.2800 0.1122
H -3.1585 5.2735 -2.3427
H -4.6236 6.0643 -3.0291
H -4.7723 4.6142 -2.0172
C 10.6427 -3.0151 1.8291
C 11.5094 -2.5322 0.6785
O 12.1031 -1.2601 0.9708
C 13.1273 -1.2791 1.8593
O 13.5797 -2.2705 2.4159
O 13.5473 -0.0028 2.0481
C 14.5545 0.1251 3.0493
H 9.8917 -2.2626 2.0872
H 10.1370 -3.9485 1.5671
H 11.2363 -3.1920 2.7321
H 10.8798 -2.3890 -0.2065
H 12.2795 -3.2654 0.4115
H 15.4095 -0.5257 2.8397
H 14.1309 -0.0985 4.0337
H 14.9036 1.1608 3.0510